ORCA calculation (the ωB97M-V functional and the def2-TZVPD basis) on an isolated molecule of C2H4N2S2.

* ΔE to the lowest compared entry with this formula, charge and spin: 139.9 kJ/mol
* LUMO: 0.24 eV
* E_HOMO: -8.76 eV
* frontier orbital gap: 9.00 eV
* E: -26788.56427 eV

Bonds (Å) are listed after each position.
Cartesian coordinates (Å):
1 S 3.28887 -0.10579 -0.01094  C2 1.590
2 C 1.81138 0.48116 0.00905  S1 1.590, N3 1.355, H7 1.124
3 N 0.68731 -0.27581 0.02515  C2 1.355, C4 1.417, H8 1.039
4 C -0.63344 0.23624 0.00383  N3 1.417, N5 1.244, H9 1.119
5 N -1.60673 -0.53845 0.00828  C4 1.244, S6 1.729
6 S -3.19042 0.15570 -0.01122  N5 1.729, H10 1.339
7 H 1.56605 1.57759 0.01638  C2 1.124
8 H 0.75082 -1.31220 -0.02208  N3 1.039
9 H -0.69579 1.35300 0.02228  C4 1.119
10 H -3.82794 -1.02154 0.02674  S6 1.339

Atom charges from the Löwdin analysis, given in e for atoms 1 to 2: 0.646 -0.798